*w*
Molecular formula: C2H3O4S
Method: DFT, ωB97M-V/def2-TZVPD

Its structure (SMILES) is O=S(=O)([O-])[C@@H]1CO1. The HOMO energy comes out at -4.4 eV. As for the frontier orbital gap: 8.50 eV. The total charge is -1.

Atoms and positions in Å:
O: 3.2067 -0.8901 1.3095
S: 2.1794 -0.0421 1.8526
O: 2.5594 1.3442 2.1061
O: 1.2709 -0.5692 2.8049
C: 0.6375 -0.0566 0.2667
C: -0.5723 -0.8509 0.6024
O: 0.4854 -1.3453 -0.2665
H: 0.6362 0.6653 -0.4526
H: -0.7185 -1.3129 1.4857
H: -1.5100 -0.7180 0.1919

=====

*x*
Molecular formula: C2H3O4S
Method: DFT, ωB97M-V/def2-TZVPD

Its structure (SMILES) is O=S(=O)=C([O-])CO. The HOMO energy comes out at -3.7 eV. As for the frontier orbital gap: 7.51 eV. The total charge is -1.

Atoms and positions in Å:
O: -1.8722 1.1228 -0.9274
S: -2.0818 -0.0407 0.0619
O: -2.0141 0.4555 1.4920
C: -0.3630 -0.5759 -0.3583
O: -0.1745 -1.5373 -1.0925
C: 0.8130 0.3008 0.1986
O: 2.1173 -0.3360 0.1955
H: 0.7009 0.6892 1.2313
H: 0.8476 1.1217 -0.5869
H: 2.0268 -1.2001 -0.2142

=====

Relative stability in kJ/mol, measured from the most stable structure: *w* 125.8; *x* 0.0

=====

*w*
Molecular formula: C2H8P2S2
Method: DFT, ωB97M-V/def2-TZVPD

The HOMO energy (spin up / spin down) comes out at -7.6 / -7.7 eV. As for the frontier orbital gap (spin up / spin down): 6.35 / 6.35 eV. The total charge is 0.

Atoms and positions in Å:
C: -0.3327 -0.6656 -1.5203
C: -0.8784 1.7851 -0.0234
P: 0.4857 -1.4862 -0.2269
P: 0.5680 1.3834 0.8638
S: 0.1896 -0.1576 2.1093
S: -0.6869 -2.9917 0.3880
H: 0.2567 -0.1203 -2.3207
H: -1.3807 -0.5505 -1.8124
H: -0.8061 2.8019 -0.2985
H: -1.7065 1.6246 0.6856
H: 1.7636 -2.2021 -0.8531
H: 1.4740 2.2026 1.5066
H: 1.4177 1.2130 -0.1726
H: -0.3642 -2.8365 1.6748

=====

*x*
Molecular formula: C2H8P2S2
Method: DFT, ωB97M-V/def2-TZVPD

Its structure (SMILES) is CC[PH]#[PH]SS. The HOMO energy comes out at -8.7 eV. As for the frontier orbital gap: 8.52 eV. The total charge is 0.

Atoms and positions in Å:
C: 1.0372 -0.9097 -2.3912
C: 0.5943 -0.0899 -1.1277
P: 0.4454 -1.0445 0.3471
P: 0.1018 0.6993 1.6159
S: -2.2966 0.2245 1.9409
S: -3.0547 2.0290 2.4207
H: 0.6746 -1.8629 -2.1125
H: 0.4210 -0.6774 -3.2015
H: 2.1098 -0.7971 -2.7074
H: -0.5091 0.2708 -1.1886
H: 1.1618 0.9107 -0.9503
H: 1.7483 -0.8827 0.8390
H: 0.4660 -0.0500 2.7704
H: -2.8998 2.1798 3.7452

=====

Relative stability in kJ/mol, measured from the most stable structure: *w* 343.3; *x* 0.0